(1)
C30H58BCl2CuN4OP2 as an isolated structure, computed with ωB97M-V with the def2-TZVPD basis set.

Element x y z (Å)
C: 5.72 -0.76 0.88
H: -0.75 -2.34 -1.42
H: 1.31 -2.42 4.90
C: -2.03 -2.39 3.97
C: -2.42 -0.91 -3.20
C: -0.41 1.52 -5.07
H: 6.66 -0.69 1.42
C: 1.67 -0.71 2.68
Cl: -4.43 -4.95 0.74
H: -2.33 -1.80 4.84
H: -2.78 -3.77 -0.44
H: -2.26 0.22 4.97
C: -2.93 4.61 -0.01
H: 2.76 1.45 -3.74
H: -0.61 -2.83 1.56
C: 4.51 -0.76 1.57
H: -3.18 -1.66 -3.49
H: -1.06 -1.22 -5.59
H: -2.60 -0.01 -3.79
H: -2.57 -0.66 -2.15
C: 1.52 -0.05 -5.52
C: -0.20 0.75 4.39
H: 2.16 -0.82 -5.08
H: 0.26 -3.83 4.93
C: 0.44 2.02 3.83
H: 0.03 2.28 2.85
N: -0.37 3.15 -0.51
H: 6.69 -0.86 -1.03
C: 5.74 -0.86 -0.51
H: -4.24 2.32 0.68
H: 1.75 -1.99 -2.86
H: 2.54 -0.44 -2.95
H: 0.22 2.85 4.52
H: -1.20 0.83 -5.39
C: 0.47 0.37 5.71
H: -0.59 -4.20 2.72
Cl: -3.96 -2.05 0.61
C: -0.52 -2.26 3.68
H: -4.70 2.88 -0.94
H: 4.50 -0.70 2.66
H: 2.05 -1.57 3.24
H: 0.79 1.77 0.56
H: 4.58 -1.04 -2.32
P: -0.17 -0.53 3.01
C: 0.26 -2.74 4.91
H: -0.09 2.08 -5.96
C: -1.69 1.08 4.63
H: 1.53 1.95 3.74
C: -0.83 -2.67 -2.46
C: 0.79 0.78 -4.46
C: 1.76 1.85 -3.92
H: 0.50 3.96 -2.22
N: 2.03 -0.98 -1.02
H: -0.19 -2.40 5.84
H: -0.08 -0.40 6.24
C: -3.91 2.42 -0.36
N: -2.71 3.24 -0.48
Cu: -0.67 -0.25 0.61
H: 0.82 -0.54 -6.20
C: 3.33 -0.85 0.85
C: -0.31 4.19 -1.53
H: -2.50 -3.74 1.32
H: 2.16 0.61 -6.12
H: -3.30 4.62 1.02
H: 1.50 0.02 5.56
C: -3.23 -3.66 0.53
C: -0.19 -3.20 2.50
C: 1.74 -0.98 -2.45
H: -2.28 -3.43 4.19
H: 1.48 2.28 -0.96
H: -1.70 -3.33 -2.56
H: 0.11 -2.44 -5.03
B: 1.09 -0.93 0.10
H: 1.50 3.39 0.42
O: -1.60 1.58 0.62
H: -0.85 2.22 -4.36
N: 1.99 -0.86 1.26
H: -1.24 4.23 -2.09
H: -2.02 5.20 -0.05
H: -2.63 -2.07 3.11
H: 1.86 2.66 -4.66
H: 0.50 1.26 6.35
H: -3.72 1.42 -0.75
H: -1.77 1.87 5.39
C: -0.87 -2.00 -4.85
H: 0.89 -3.29 2.35
H: 2.18 0.16 3.08
H: -2.15 1.44 3.70
H: 1.40 2.29 -2.99
C: 4.55 -0.96 -1.24
C: -1.00 -1.48 -3.42
C: -1.53 2.61 -0.08
H: 0.06 -3.27 -2.70
P: 0.17 -0.09 -2.90
H: -3.68 5.10 -0.65
C: 0.92 2.62 -0.09
H: -0.11 5.18 -1.10
C: 3.35 -0.94 -0.56
H: -1.63 -2.78 -5.01

## Properties
Gap between HOMO and LUMO (eV): 6.73
ΔE to the lowest compared entry with this formula, charge and spin (kJ/mol): 12.7

=====

(2)
A 6-piece molecular cluster, C3H17O5S overall, computed with ωB97M-V with the def2-TZVPD basis set.

Element x y z (Å)
O: 1.11 -1.19 1.43
S: -0.51 2.24 -1.85
H: 1.65 -2.71 1.58
O: -1.93 3.63 1.10
H: -2.22 0.85 -2.94
H: -1.13 3.24 0.71
H: 0.15 -1.20 1.54
H: 0.73 1.47 -0.47
O: 1.27 1.15 0.35
H: -1.86 -1.50 -0.21
O: 3.60 -0.40 2.40
H: -2.55 3.08 0.60
H: 0.08 -0.76 -1.77
H: 1.31 -0.41 0.83
H: 1.43 1.94 0.87
H: -0.59 0.71 -3.64
H: -2.80 -0.15 -0.79
C: -1.16 0.77 -2.72
H: 3.10 0.26 1.90
H: 0.95 -3.99 1.96
C: -1.78 -0.48 -0.61
H: -1.45 -1.33 -2.50
O: 1.84 -3.66 1.81
H: -1.26 0.10 0.14
C: -0.97 -0.53 -1.92
H: 2.98 -1.13 2.21

## Properties
Gap between HOMO and LUMO (eV): 7.03
Total charge: -1

=====

(3)
C19H32CrNP as an isolated structure, computed with ωB97M-V with the def2-TZVPD basis set.

Element x y z (Å)
C: -0.61 1.30 -3.20
C: 1.58 -0.11 2.15
H: -3.28 0.97 2.50
C: 0.79 0.83 1.76
H: 0.65 1.68 2.49
H: 2.16 0.73 -1.20
C: -1.73 -2.86 -2.96
H: 4.22 -0.54 2.22
N: 0.45 1.62 -2.19
H: -2.10 2.27 2.14
P: -2.45 0.75 0.30
H: -4.10 1.04 -1.44
C: -2.66 -1.08 0.21
C: -1.78 -1.65 -0.87
H: -2.45 -1.46 1.22
H: -2.24 -3.47 -3.71
C: -2.32 1.19 2.01
H: -4.79 1.05 0.19
C: 0.96 2.99 -2.56
H: 3.31 1.31 3.67
C: -2.37 -2.56 -1.76
H: 0.74 3.81 -1.87
H: 3.38 0.19 5.05
C: -0.45 -2.37 -3.21
C: 1.65 0.66 -2.18
C: -3.97 1.41 -0.42
H: 0.07 -2.62 -4.14
H: 0.54 3.28 -3.52
C: 3.65 -1.26 2.81
C: 1.41 -0.77 -2.68
C: 2.37 -0.62 3.33
C: 0.13 -1.47 -2.28
C: -0.51 -1.10 -1.09
H: 2.04 2.95 -2.75
H: -3.73 -1.19 -0.03
H: 1.46 -0.70 -3.78
H: -3.37 -2.96 -1.56
H: 4.25 -1.58 3.66
H: 2.30 -2.01 4.95
C: 2.75 0.56 4.24
Cr: 0.07 0.77 -0.28
H: 1.43 -2.58 3.54
C: 1.63 -1.69 4.15
H: 1.86 1.04 4.67
H: 2.39 1.08 -2.86
H: 0.71 -1.32 4.59
H: -0.68 2.10 -3.94
H: 2.29 -1.36 -2.37
H: 3.41 -2.14 2.21
H: -0.36 0.40 -3.74
H: -3.92 2.50 -0.41
H: -1.61 1.22 -2.76
H: -1.65 1.10 -0.87
H: -1.52 0.65 2.55

## Properties
Gap between HOMO and LUMO (alpha / beta) (eV): 5.79 / 5.09
2S+1: 5
ΔE to the lowest compared entry with this formula, charge and spin (kJ/mol): 256.7

=====

(4)
C20H24CuN2Se3Te as an isolated structure, computed with ωB97M-V with the def2-TZVPD basis set.

Element x y z (Å)
H: 2.29 5.22 1.03
C: -2.56 -2.14 -1.83
Te: 4.81 0.19 2.12
H: -0.44 -5.63 1.70
C: -0.96 -2.72 0.07
Se: 4.60 0.61 -0.35
C: 1.09 3.00 2.04
H: 2.17 4.16 -3.12
C: 1.41 3.32 0.59
C: -2.46 -0.58 1.27
H: 1.57 -2.73 1.28
H: -3.32 -1.47 -1.40
Cu: 1.37 -0.70 -0.45
H: -2.31 -6.33 0.24
C: 1.96 3.92 -2.08
H: 1.28 1.95 2.27
H: -1.78 -1.52 -2.27
C: -1.20 -0.41 0.46
C: -0.88 -4.92 1.01
C: -1.93 -5.31 0.19
H: -3.27 -4.72 -1.39
H: 2.79 5.76 -1.33
C: -1.73 2.13 0.12
C: 1.35 2.71 -1.77
H: 1.20 -4.07 2.37
Se: 3.46 -1.22 -1.21
C: -2.47 -4.41 -0.72
H: 0.03 3.21 2.26
H: -2.44 0.10 2.13
H: 1.27 2.12 -3.84
C: 2.03 4.51 0.25
H: -0.15 1.62 -2.90
H: 0.45 -2.48 2.60
H: -2.00 2.45 1.13
H: -2.54 -1.61 1.63
N: 0.51 1.15 -0.09
C: -1.99 -3.10 -0.80
N: -0.48 -1.35 0.00
C: 1.09 2.43 -0.43
C: 2.31 4.82 -1.08
H: 1.69 3.62 2.71
C: -0.37 -3.62 0.96
H: -2.65 1.80 -0.37
C: -0.72 1.02 0.16
C: 0.77 -3.21 1.85
Se: 2.58 -0.06 2.93
H: -3.05 -2.70 -2.64
H: -1.33 2.99 -0.41
H: -3.35 -0.35 0.68
C: 0.94 1.75 -2.86
H: 1.38 0.77 -2.70

## Properties
Gap between HOMO and LUMO (alpha / beta) (eV): 6.65 / 5.51
2S+1: 2

=====

(5)
A 3-piece molecular cluster, C21H56BN6O10P3S overall, computed with ωB97M-V with the def2-TZVPD basis set.

Element x y z (Å)
C: -0.04 2.74 0.60
H: -7.28 -6.80 2.64
C: -5.94 -1.84 5.36
C: 5.21 4.23 -0.82
H: -2.69 -3.60 0.58
N: -6.99 -3.22 2.44
O: -1.84 3.03 -5.26
H: -6.63 -1.41 6.09
C: -6.56 -2.59 1.19
H: 0.22 2.26 2.89
N: 6.49 3.67 -0.41
H: -6.21 -1.57 1.37
H: -3.94 2.03 -3.29
H: -7.58 -4.73 5.47
N: -5.92 -5.24 3.00
N: -6.46 -3.08 4.78
H: 1.03 0.97 1.78
H: 7.56 1.15 -3.77
C: 0.09 -1.89 -3.64
C: -1.70 -2.96 0.63
H: -8.02 -5.39 3.34
H: -5.73 -3.16 0.75
H: 5.33 4.91 -1.66
H: -5.04 -7.03 2.25
H: 7.18 4.56 -4.63
H: 5.90 3.81 1.63
P: -2.51 0.54 -2.31
O: -0.62 0.74 -4.16
H: -3.94 -5.67 2.40
H: 7.36 2.88 1.34
H: -1.85 -2.60 -1.68
H: 0.97 -1.66 -4.41
H: 1.21 1.85 -2.90
B: 0.79 2.10 -0.69
P: -5.57 -3.63 3.43
H: 0.48 3.76 0.95
H: 1.03 -1.82 -0.41
C: 10.01 3.53 -1.28
H: -0.37 -3.67 -1.17
O: -3.29 2.10 -2.53
H: -8.95 -2.51 2.09
C: -8.22 -2.56 2.90
P: 7.48 2.73 -1.44
S: -0.63 2.45 -4.48
H: -2.96 -1.47 -3.35
C: 0.02 -1.43 -0.91
H: 0.27 -3.02 -3.32
H: -4.48 -6.52 3.87
H: -5.80 -1.09 4.57
H: 10.77 4.28 -1.51
H: -7.01 -6.45 4.35
H: -7.54 -3.40 6.56
H: 5.93 1.82 -4.01
O: 0.62 2.87 -5.34
H: 2.63 1.38 -1.32
H: 8.60 5.05 0.51
C: 6.80 4.39 -3.62
H: 4.80 4.86 -0.02
N: 8.65 4.07 -1.39
H: 10.19 3.13 -0.27
H: -0.86 1.01 1.93
H: -7.36 -2.58 0.44
C: 6.36 3.11 0.94
H: 1.40 -0.46 -2.44
H: -1.17 2.98 0.34
H: -8.71 -3.13 3.69
H: 9.38 5.96 -0.80
H: 7.29 2.32 -5.05
C: -7.11 -5.99 3.36
C: -6.91 -3.96 5.85
H: -8.03 -1.53 3.25
H: 5.79 2.18 0.94
C: 8.56 5.28 -0.57
C: -1.02 -2.71 -0.86
O: 6.46 1.57 -1.49
H: 10.15 2.70 -1.99
C: -4.79 -6.16 2.89
H: -4.97 -2.00 5.85
H: -6.09 -4.41 6.39
H: -0.93 -3.48 1.38
O: 2.20 1.64 -0.45
C: 7.00 2.06 -4.02
N: 7.32 3.14 -3.09
C: 0.23 1.96 -2.22
C: -0.60 0.60 -2.66
C: 0.11 1.70 1.85
H: 7.10 5.26 -3.04
H: -1.95 -1.90 1.10
H: -0.40 -0.63 -0.13
O: -2.87 -0.02 -0.88
O: -0.44 3.09 -2.88
H: 7.65 5.84 -0.79
H: 5.70 4.37 -3.69
H: 4.48 3.46 -1.07
H: -0.96 -1.86 -4.18
O: -4.33 -3.98 4.29
O: -3.21 -0.51 -3.55
C: 0.26 -0.81 -2.41

## Properties
Gap between HOMO and LUMO (eV): 7.04

=====

(6)
A 12-piece molecular cluster, H24O12 overall, computed with ωB97M-V with the def2-TZVPD basis set.

Element x y z (Å)
O: -15.76 -30.06 -29.96
H: -14.68 -32.96 -29.72
H: -15.40 -30.94 -29.75
H: -14.91 -33.00 -28.20
O: -16.75 -31.56 -26.30
H: -11.93 -30.99 -25.92
H: -16.20 -29.79 -27.72
H: -13.32 -30.95 -24.32
H: -15.51 -30.62 -25.66
O: -13.15 -31.84 -24.67
H: -15.40 -28.07 -29.15
H: -14.98 -29.51 -30.10
H: -15.04 -29.90 -24.36
O: -17.07 -29.97 -27.32
H: -12.64 -28.39 -27.97
H: -11.60 -29.24 -27.28
H: -10.51 -31.42 -26.31
H: -14.52 -29.16 -28.52
O: -14.78 -30.06 -25.28
H: -13.30 -33.03 -26.02
H: -17.46 -31.50 -25.64
H: -17.22 -31.67 -27.15
O: -14.48 -28.29 -28.96
O: -15.34 -32.76 -29.04
H: -13.35 -31.56 -27.85
O: -15.33 -27.30 -25.72
H: -12.63 -34.14 -26.86
O: -13.48 -33.73 -26.66
H: -17.43 -30.67 -27.88
O: -13.91 -30.80 -28.02
O: -11.26 -30.88 -26.61
H: -15.45 -27.93 -25.01
H: -12.69 -32.31 -23.96
H: -14.87 -27.79 -26.41
O: -11.86 -28.31 -27.40
H: -14.40 -30.65 -27.19

## Properties
Gap between HOMO and LUMO (eV): 8.91
ΔE to the lowest compared entry with this formula, charge and spin (kJ/mol): 495.2

=====

(7)
C8H6ClI2OP as an isolated structure, computed with ωB97M-V with the def2-TZVPD basis set.

Element x y z (Å)
C: -0.42 -0.66 -0.82
C: 1.44 1.43 -0.84
H: 2.33 2.11 -0.93
C: 0.33 -1.62 -3.00
P: -2.39 0.49 2.59
C: 1.31 0.50 -1.97
H: 1.91 0.76 -2.83
C: 0.63 1.23 0.29
H: -2.42 0.75 4.10
H: -1.05 -1.52 -0.87
C: 0.35 -0.52 -2.02
H: 0.92 -1.25 -4.00
I: -1.18 -2.56 2.30
I: 0.73 -0.19 3.96
Cl: 0.87 2.30 1.62
C: -0.29 0.17 0.27
H: -1.84 1.69 2.37
O: -0.35 -2.58 -2.97
C: -0.89 -0.51 2.76

## Properties
Gap between HOMO and LUMO (eV): 6.73
ΔE to the lowest compared entry with this formula, charge and spin (kJ/mol): 56.3

=====

(8)
A 2-piece molecular cluster, C16H17NO overall, computed with ωB97M-V with the def2-TZVPD basis set.

Element x y z (Å)
C: -0.58 0.81 2.32
H: 3.98 3.12 -0.93
C: 2.16 -1.07 -2.56
H: -3.32 -2.90 -0.86
H: 1.12 0.49 -3.66
C: -2.72 -2.42 -0.10
H: 0.47 1.01 2.48
C: -1.43 1.77 2.91
C: -4.55 -0.91 0.94
H: -1.73 -2.27 -0.52
C: 1.79 0.23 -2.85
C: 4.28 2.12 -0.64
O: 1.47 -2.14 -3.11
H: 4.20 2.12 0.44
C: -3.27 -1.26 0.63
C: -3.26 0.59 1.99
H: 5.33 1.95 -0.89
H: 1.99 -2.54 -3.82
C: 3.16 -1.37 -1.63
H: 2.16 2.26 -2.41
H: 3.33 -2.38 -1.28
H: -1.02 2.59 3.48
C: -2.43 -0.35 1.37
N: -4.56 0.21 1.73
H: -5.34 0.68 2.14
H: 4.55 -0.47 -0.25
H: -3.52 2.35 3.17
C: 2.50 1.25 -2.21
C: -2.79 1.66 2.74
C: 3.46 1.02 -1.25
C: -1.03 -0.19 1.49
C: 3.84 -0.32 -1.05
H: -2.42 -3.23 0.60
H: -0.44 -0.91 0.96
H: -5.39 -1.50 0.62

## Properties
Gap between HOMO and LUMO (eV): 8.55
ΔE to the lowest compared entry with this formula, charge and spin (kJ/mol): 72.6

=====

For the records above, the corresponding calculated total energy values read -4740.65928 -898.94771 -2183.43251 -9998.88281 -3361.40140 -917.13674 -1780.41503 -749.87264 Ha.